1.
3 unconnected molecules or ions with the total composition C3H11NO3 in a non-equilibrium geometry, computed with ωB97M-V/def2-TZVPD.

```
! wB97M-V def2-TZVPD RIJCOSX def2/J DEFGRID3
* xyz -1 2
H -2.47 2.03 2.06
H 0.80 -2.07 -2.50
C 0.60 0.40 -1.49
H -1.21 -0.74 -1.30
H -1.71 0.97 1.08
H 1.21 -2.34 -0.83
H 1.54 -0.05 -1.83
H 1.31 1.09 0.54
O 0.23 -0.23 3.17
O 0.17 2.54 -0.46
H 0.02 0.94 -2.24
H 1.09 0.09 2.90
C 0.37 -2.08 -1.48
N -0.22 -0.82 -1.10
H -0.29 -2.95 -1.44
C 0.74 1.39 -0.37
O -1.77 1.35 1.97
H -0.40 0.48 3.32
*
```

The energy relative to the best compared isomer or geometry (same formula, charge and spin) comes out at 1.4438 eV. As for the highest occupied orbital energy (spin up / spin down): 0.01193 / -0.11453 Ha. As for the total energy: -401.3030 Eh.

2.
A single C17H13N3O5S2 molecule in a non-equilibrium geometry, computed with ωB97M-V/def2-TZVPD.

```
! wB97M-V def2-TZVPD RIJCOSX def2/J DEFGRID3
* xyz 0 1
N -5.28 1.47 1.09
O 3.46 2.29 1.28
C -4.31 0.01 -0.55
C -5.32 0.26 -1.46
N 4.28 1.44 -1.00
H -1.12 -1.29 2.03
H 5.95 0.21 -0.93
H -1.24 -2.34 0.58
H -7.02 2.38 0.56
C 5.16 0.54 -0.25
C -6.25 1.70 0.22
H 2.85 -3.28 -0.59
H 4.77 2.15 -1.53
C 1.79 0.94 -0.19
C -1.21 -1.31 0.95
C 3.23 -2.46 -0.02
C 0.37 -0.69 -0.97
O -2.71 -1.55 -1.50
O -2.76 0.48 2.57
C -6.32 1.13 -1.04
C -4.34 0.64 0.70
S 3.07 2.15 -0.09
C 3.84 -0.92 1.45
C -0.06 -0.58 0.32
O 3.99 -1.56 -0.68
H 3.96 -0.34 2.34
C 4.36 -0.62 0.22
H -7.14 1.37 -1.70
H 1.93 0.25 -2.21
C 3.10 -2.12 1.29
C -3.10 -0.84 -0.62
H 2.56 -2.64 2.05
H 5.59 1.05 0.62
C -3.13 0.20 1.47
N -2.47 -0.68 0.61
H -5.33 -0.21 -2.43
H -0.07 -1.37 -1.68
O 2.66 3.32 -0.81
S 0.83 0.62 1.19
C 1.43 0.19 -1.27
*
```

The energy relative to the best compared isomer or geometry (same formula, charge and spin) comes out at 0.0000 eV. As for the highest occupied orbital energy: -0.31627 Ha. As for the total energy: -1992.4627 Eh. The structure (SMILES) is O=C1c2cccnc2C(=O)N1Cc1ccc(S(=O)(=O)NCc2ccco2)s1.

3.
2 unconnected molecules or ions with the total composition C5H15N2 in a non-equilibrium geometry, computed with ωB97M-V/def2-TZVPD.

```
! wB97M-V def2-TZVPD RIJCOSX def2/J DEFGRID3
* xyz 1 1
C -2.59 0.62 -1.01
C 0.14 0.46 0.77
H 0.56 -0.42 -3.28
H -2.89 0.66 -2.04
H -1.26 2.17 -1.62
H -2.41 -0.40 -0.68
H -3.38 1.00 -0.37
H 0.62 -0.94 2.88
H 2.63 -1.35 -0.45
C -1.31 1.50 -0.75
H 0.48 -0.94 -2.74
H -0.60 -0.24 1.19
N -0.10 0.80 -0.58
C 1.45 -0.34 0.93
H 2.32 0.34 0.98
N 1.67 -1.05 -0.32
H 1.30 -0.45 -1.03
H 1.02 -2.26 1.78
H -1.43 2.19 0.09
H 0.18 1.38 1.37
C 1.35 -1.29 2.14
H 2.26 -1.44 2.72
*
```

The energy relative to the best compared isomer or geometry (same formula, charge and spin) comes out at 6.0951 eV. As for the highest occupied orbital energy: -0.50322 Ha. As for the total energy: -308.5687 Eh.

4.
A single C4H7ClO2 molecule in a non-equilibrium geometry, computed with ωB97M-V/def2-TZVPD.

```
! wB97M-V def2-TZVPD RIJCOSX def2/J DEFGRID3
* xyz 0 1
C 0.62 -0.43 0.06
O -0.43 -1.26 0.16
H -2.43 -1.65 0.04
C 1.78 -0.98 -0.21
H -1.97 0.03 0.32
H 1.76 -2.05 -0.54
H -1.71 -0.62 -1.31
O -0.29 1.69 -0.56
C 0.43 1.06 0.49
Cl 3.25 -0.10 -0.14
H -0.15 1.05 1.44
H 1.37 1.59 0.69
C -1.71 -0.85 -0.23
H -0.54 2.52 -0.19
*
```

The energy relative to the best compared isomer or geometry (same formula, charge and spin) comes out at 1.3834 eV. As for the highest occupied orbital energy: -0.32034 Ha. As for the total energy: -767.2230 Eh. The structure (SMILES) is CO/C(=C/Cl)CO.

5.
A molecular structure, C3H8N3 in a non-equilibrium geometry, computed with ωB97M-V/def2-TZVPD.

```
! wB97M-V def2-TZVPD RIJCOSX def2/J DEFGRID3
* xyz 1 1
H -2.49 0.29 0.20
C 2.37 -1.30 0.07
H -2.56 -0.14 -1.51
C -1.92 0.29 -0.74
C 0.51 0.24 0.43
H 2.89 -1.07 -0.85
N -0.73 -0.49 -0.75
H 0.88 1.87 1.55
H -1.69 1.32 -1.06
H -0.89 -1.42 -0.35
H 2.67 -2.17 0.63
N 0.20 1.37 0.99
N 1.46 -0.56 0.53
H -0.71 1.77 0.85
*
```

The energy relative to the best compared isomer or geometry (same formula, charge and spin) comes out at 3.4009 eV. As for the highest occupied orbital energy: -0.52876 Ha. As for the total energy: -283.0388 Eh.

6.
2 unconnected molecules or ions with the total composition C29H28N4O3PS in a non-equilibrium geometry, computed with ωB97M-V/def2-TZVPD.

```
! wB97M-V def2-TZVPD RIJCOSX def2/J DEFGRID3
* xyz -1 1
C 0.84 8.58 6.44
C 1.81 4.84 1.10
H 3.23 8.54 3.65
C 1.69 3.21 -3.49
C -0.61 1.64 3.74
H 3.45 -3.29 4.27
C -2.44 -2.03 2.46
C 1.75 4.00 -1.20
H -3.14 0.31 4.85
C 1.53 -1.13 2.44
C 2.60 -1.98 2.77
H -0.74 6.96 4.27
N 1.10 4.07 -2.47
C -4.31 -1.48 4.46
N -0.47 5.62 -1.73
C 1.66 5.93 2.08
O 2.73 3.26 -1.08
H -1.78 7.17 -1.22
C -1.59 6.51 -2.06
H -2.45 5.89 -2.30
H -0.43 5.57 2.27
C 2.71 6.79 2.48
S -0.89 4.73 -4.21
H 1.00 10.98 5.20
H 1.09 3.34 -4.39
C 0.21 6.99 3.72
H 3.69 6.66 2.03
P -0.87 0.17 2.81
H 1.56 -2.98 5.87
C 0.43 10.20 4.67
H -5.04 -1.27 5.25
C 2.61 -2.64 4.01
C -4.45 -2.63 3.68
C -0.06 4.77 -2.75
H -3.59 -3.82 2.06
H -0.21 8.62 6.76
C -3.24 -0.59 4.24
O -0.87 0.40 1.33
C 0.47 -0.95 3.33
N -1.17 4.00 2.98
C 0.33 5.95 -0.62
C 0.41 6.16 2.65
H 1.67 2.17 -3.16
H 1.41 9.33 7.02
H -0.36 -1.52 5.26
H -5.28 -3.33 3.84
H 2.72 3.52 -3.67
C 1.55 -2.46 4.90
N 0.98 8.90 5.03
C 1.22 4.87 -0.14
C -3.51 -2.92 2.67
H 1.51 -0.62 1.47
C 0.47 -1.63 4.57
C -2.31 -0.87 3.23
H 0.50 10.37 3.59
H -1.34 7.08 -2.96
C 2.47 7.81 3.39
H 1.25 7.58 6.63
H -0.18 1.59 4.75
C 1.22 7.91 4.07
H 3.41 -2.13 2.05
C -0.91 2.88 3.25
H -0.62 10.30 4.98
H -1.70 -2.26 1.68
H 2.57 4.08 1.28
O 0.25 7.07 -0.11
*
```

As for the highest occupied orbital energy: -0.14383 Ha. As for the total energy: -2306.2236 Eh.

7.
2 unconnected molecules or ions with the total composition C4H13N2Si in a non-equilibrium geometry, computed with ωB97M-V/def2-TZVPD.

```
! wB97M-V def2-TZVPD RIJCOSX def2/J DEFGRID3
* xyz 1 1
C 0.27 0.74 0.43
H -2.49 0.63 -1.10
H 0.63 1.18 3.44
H 3.19 1.00 -0.17
H -2.11 -0.86 0.14
C -1.84 -0.24 -0.76
C 0.83 1.86 2.59
H 1.79 -0.57 -1.34
H -1.67 -3.12 -2.38
C -1.10 -2.37 -1.70
H -0.10 -2.65 -2.05
H -0.93 1.06 1.98
H -1.11 -2.91 -0.72
H -1.18 -0.51 -2.58
H 1.92 1.81 2.22
N -0.01 1.32 1.53
N -1.41 -0.98 -1.77
Si 1.89 0.67 -0.50
H 0.52 2.81 2.84
H 1.49 1.57 -1.51
*
```

The energy relative to the best compared isomer or geometry (same formula, charge and spin) comes out at 5.6553 eV. As for the highest occupied orbital energy: -0.44987 Ha. As for the total energy: -558.7968 Eh.

8.
A single C7H10O molecule in a non-equilibrium geometry, computed with ωB97M-V/def2-TZVPD.

```
! wB97M-V def2-TZVPD RIJCOSX def2/J DEFGRID3
* xyz 0 1
C -0.26 1.44 0.47
H -0.26 1.75 -1.70
C 0.88 -1.17 -0.40
C -0.74 0.00 1.07
H 1.88 -0.88 -0.65
H 0.40 1.96 1.15
H 1.36 1.32 -0.79
H 0.31 -1.64 1.60
H 0.89 -2.46 -0.53
C -1.30 -0.41 -0.30
O -2.57 -0.58 -0.31
H -1.34 -0.35 1.97
H -1.44 1.85 0.35
C -0.02 -0.41 -1.25
C 0.29 1.11 -0.94
H -0.22 -0.70 -2.14
C 0.60 -0.72 1.02
H 1.54 -0.08 1.38
*
```

The energy relative to the best compared isomer or geometry (same formula, charge and spin) comes out at 3.6013 eV. As for the highest occupied orbital energy: -0.33235 Ha. As for the total energy: -347.8308 Eh. The structure (SMILES) is O=C1[C@H]2CC[C@@H]1CC2.